[1]
Density functional theory data (ωB97M-V/def2-TZVPD) for C7H7NO3 in the gas phase at a distorted geometry.

Geometry as XYZ:
```
18
Properties=species:S:1:pos:R:3:forces:R:3
C -2.752 -0.714 1.110 -0.7 0.3 1.1
O -1.709 0.303 0.942 -1.5 1.0 1.4
C -0.572 0.178 0.370 1.0 -3.4 -0.5
C 0.138 1.206 -0.136 -2.2 -0.5 1.8
C 1.331 0.830 -0.814 1.1 2.4 0.9
N 2.273 1.713 -1.017 1.6 -1.3 -0.6
O 2.212 2.919 -0.333 -3.8 -2.4 0.9
C 1.670 -0.592 -1.033 -0.2 -0.9 -1.2
C 0.946 -1.656 -0.549 4.8 -0.8 0.5
C -0.213 -1.356 0.243 -1.4 -0.5 -2.5
O -1.059 -2.254 0.353 1.9 0.8 1.1
H -3.520 0.150 1.139 -0.1 -2.6 0.1
H -2.625 -1.283 2.263 -0.4 1.6 -3.7
H -2.715 -1.486 0.186 -1.0 2.2 2.7
H -0.368 2.178 0.141 1.4 -0.7 -1.0
H 2.896 3.434 -0.654 2.3 1.2 -1.3
H 2.524 -0.792 -1.712 -0.4 0.3 0.8
H 1.544 -2.779 -0.500 -2.4 3.3 -0.5
```
Positions in Å, forces in eV/Å.

Kohn-Sham gap = 7.5268 eV
energy above the lowest of the compared OMol25 structures with the same formula, charge and spin = 660.8 kJ/mol
LUMO = -0.9360 eV
HOMO level = -8.46 eV
spin multiplicity = 1

[2]
Density functional theory data (ωB97M-V/def2-TZVPD) for a molecular structure, C58H104F24N10O22S8 at a distorted geometry.

Geometry as XYZ:
```
226
Properties=species:S:1:pos:R:3:forces:R:3
C -4.555 0.440 3.230 -0.9 -0.4 1.9
N -4.056 1.788 3.500 0.8 1.2 -0.6
C -4.823 2.535 4.533 1.8 0.7 1.3
C -2.623 1.672 3.916 -1.0 -0.5 0.3
C -4.144 2.668 2.250 -0.1 0.1 0.4
C -3.482 2.065 1.061 -0.7 -0.6 -1.9
O -2.071 2.251 1.060 -0.5 -0.2 1.0
H -3.892 -0.168 2.658 0.7 -0.1 -0.3
H -5.458 0.586 2.691 -1.1 -0.3 -0.4
H -4.726 -0.071 4.210 0.0 0.6 -0.9
H -4.373 3.556 4.531 -0.2 -0.8 0.5
H -4.836 2.050 5.520 0.6 0.2 -0.6
H -5.818 2.682 4.293 -2.1 0.0 -1.2
H -2.249 2.665 4.049 0.4 0.5 0.3
H -2.114 1.181 3.115 0.5 -0.2 -0.4
H -2.650 1.048 4.802 0.4 0.2 0.2
H -3.618 3.631 2.472 -0.9 -0.7 0.0
H -5.235 2.761 2.021 1.0 0.3 0.4
H -3.984 2.568 0.169 0.9 -0.8 1.0
H -3.748 0.967 1.038 0.4 1.0 -0.4
H -1.751 2.456 0.192 0.1 0.1 -0.9
C 3.966 -5.747 0.911 0.7 0.7 0.8
C 5.450 -6.051 1.258 -0.6 0.4 -0.1
C 6.042 -7.079 0.321 0.0 -2.0 0.5
C 6.391 -6.631 -1.051 -2.5 1.4 -0.8
C 7.249 -5.423 -0.980 3.3 2.1 -0.9
C 6.716 -4.181 -0.206 -2.0 -1.1 0.0
N 6.253 -4.775 1.160 0.7 0.1 -1.6
O 6.744 -4.301 2.115 -0.4 0.1 1.0
C 5.487 -3.602 -1.046 0.3 -0.1 1.4
C 7.851 -3.214 0.103 -0.1 -1.5 -0.4
C 5.492 -6.523 2.708 -0.7 0.4 -1.1
H 3.677 -4.904 1.564 -0.4 -0.5 -0.1
H 3.458 -6.684 1.181 -0.2 0.6 -0.2
H 3.747 -5.389 -0.089 0.1 -0.5 -0.2
H 5.327 -7.959 0.360 0.7 1.0 -0.2
H 6.954 -7.435 0.772 0.5 -0.3 0.5
H 5.427 -6.262 -1.524 1.0 -0.7 0.0
H 6.819 -7.378 -1.702 0.1 -0.3 0.1
H 7.379 -4.947 -2.018 0.0 -1.0 1.2
H 8.346 -5.579 -0.561 -2.1 -0.2 -0.8
H 4.870 -2.804 -0.568 0.8 -0.6 -0.2
H 4.825 -4.339 -1.512 0.2 -0.1 0.6
H 6.030 -3.234 -1.878 0.3 1.0 -0.9
H 8.304 -3.064 -0.869 0.3 0.2 -0.2
H 8.582 -3.755 0.770 -0.6 1.1 -0.6
H 7.465 -2.273 0.438 0.1 0.5 0.6
H 6.480 -6.485 3.161 -0.3 0.1 0.2
H 5.106 -7.524 2.652 0.1 -0.7 0.2
H 4.685 -5.948 3.151 0.5 0.2 1.1
C 0.883 -0.339 4.979 0.0 -1.9 1.1
C 2.171 -0.461 5.874 -1.4 -1.5 -2.5
C 3.320 0.260 5.152 -0.9 1.2 0.3
C 4.556 0.420 6.007 -0.1 1.5 0.7
C 4.172 1.189 7.327 -0.9 -0.8 -0.6
C 2.972 0.496 8.120 1.2 0.8 0.7
N 1.889 0.249 7.103 1.3 -0.3 1.1
O 0.851 0.756 7.301 -0.9 0.1 -0.4
C 2.348 1.488 9.127 -0.7 0.0 -0.6
C 3.517 -0.815 8.823 -2.3 0.7 -1.1
C 2.472 -2.013 6.084 -0.3 2.0 0.8
H 0.968 -0.951 4.056 0.1 0.4 0.7
H 0.677 0.665 4.736 0.0 1.4 -0.4
H -0.012 -0.691 5.542 0.7 0.0 -0.6
H 2.937 1.281 4.909 0.2 -0.6 0.0
H 3.331 -0.279 4.207 0.8 0.0 -0.1
H 5.279 1.082 5.506 -0.1 -0.5 0.0
H 4.994 -0.518 6.227 0.7 -0.9 0.2
H 3.895 2.191 7.015 -0.4 0.2 0.0
H 4.966 1.355 8.055 0.2 -0.5 -0.2
H 2.074 2.446 8.599 0.2 -1.0 0.6
H 3.057 1.712 9.915 0.1 0.0 0.0
H 1.418 1.054 9.575 0.9 0.4 -0.2
H 3.616 -0.616 9.861 0.6 0.3 0.8
H 4.373 -1.189 8.336 1.2 -0.2 -0.2
H 2.788 -1.613 8.777 -0.4 -0.2 0.0
H 3.448 -2.166 6.525 0.0 -0.2 0.1
H 2.403 -2.502 5.134 0.0 0.0 -0.6
H 1.668 -2.367 6.710 -0.1 -0.5 0.3
C -4.407 8.365 1.470 0.4 -1.3 -2.2
C -3.834 9.050 0.184 0.5 0.5 2.1
C -3.116 10.445 0.552 -1.1 0.0 0.1
C -2.223 10.946 -0.591 0.4 0.9 1.7
C -1.116 9.956 -0.779 -1.2 -2.9 0.2
C -1.590 8.506 -1.312 -1.3 1.7 1.8
N -2.826 8.130 -0.378 1.8 -4.1 -0.1
O -2.847 6.942 -0.059 -0.3 3.7 -0.7
C -0.537 7.382 -1.175 -0.3 1.7 -1.2
C -2.117 8.691 -2.730 0.6 -1.5 0.0
C -4.973 9.310 -0.764 -1.8 -1.0 0.4
H -5.226 8.975 1.728 -0.9 0.6 0.9
H -3.679 8.198 2.241 0.4 0.4 0.5
H -4.779 7.350 1.197 0.0 0.8 0.1
H -2.484 10.356 1.460 -0.4 -0.3 -0.4
H -3.971 11.168 0.829 1.3 -1.1 -0.5
H -1.693 11.869 -0.212 -0.9 -0.6 -0.7
H -2.792 11.161 -1.477 -0.1 0.2 -0.5
H -0.656 9.754 0.181 0.5 0.3 0.2
H -0.424 10.235 -1.517 1.2 0.6 -0.7
H -0.976 6.496 -1.590 0.1 -0.6 -0.1
H -0.163 7.241 -0.177 0.0 0.0 0.5
H 0.300 7.734 -1.814 -0.4 -0.4 0.3
H -1.329 9.280 -3.153 -0.1 0.6 -0.9
H -3.125 8.980 -2.979 -0.2 0.9 0.6
H -2.108 7.720 -3.181 0.3 -0.7 -0.5
H -4.730 9.672 -1.717 0.7 0.1 -1.5
H -5.441 10.162 -0.320 -0.7 0.5 0.4
H -5.752 8.487 -0.840 1.3 0.8 0.1
C 2.492 1.507 -6.082 -0.3 -0.1 -1.2
C 2.232 0.118 -5.414 -0.9 -0.3 0.7
C 0.767 -0.090 -4.816 1.5 0.0 -3.0
C -0.268 -0.191 -5.958 -1.0 -1.3 0.4
C 0.035 -1.442 -6.798 0.5 0.3 0.9
C 1.364 -1.407 -7.552 -0.2 0.4 1.1
N 2.416 -0.871 -6.559 3.3 -0.2 -0.8
O 3.575 -1.147 -6.799 -2.8 0.3 0.3
C 1.407 -0.364 -8.679 0.4 0.5 0.5
C 1.816 -2.796 -7.964 0.2 0.7 -1.6
C 3.338 -0.242 -4.372 -0.7 -1.1 -2.6
H 2.329 2.364 -5.401 0.1 -0.7 -0.1
H 1.878 1.701 -7.024 0.7 -0.3 1.5
H 3.543 1.462 -6.414 -0.3 0.4 0.2
H 0.564 0.784 -4.298 -0.3 1.6 1.4
H 0.768 -0.955 -4.173 -0.1 -0.3 0.2
H -0.439 0.662 -6.603 0.4 0.6 0.3
H -1.242 -0.391 -5.443 0.6 0.3 -0.5
H -0.707 -1.763 -7.500 -0.7 0.2 -0.5
H 0.058 -2.193 -6.028 0.4 -1.0 0.0
H 1.173 0.660 -8.338 -0.3 -0.7 -0.3
H 0.770 -0.645 -9.509 -0.2 -0.1 0.0
H 2.435 -0.324 -9.007 0.3 0.0 -0.5
H 2.106 -3.368 -7.112 -0.4 -0.7 0.6
H 2.710 -2.760 -8.600 -0.3 0.2 0.0
H 0.996 -3.208 -8.584 0.4 -0.2 0.6
H 3.130 0.364 -3.563 -0.1 1.3 1.9
H 4.349 -0.081 -4.796 -0.6 -0.3 0.5
H 3.125 -1.288 -4.096 0.6 0.5 0.1
C -1.824 -0.514 -1.926 -0.8 0.6 -0.7
C -2.916 -1.573 -2.273 1.2 0.2 -0.9
C -2.377 -2.523 -3.383 0.6 -1.5 0.6
C -3.155 -3.928 -3.442 0.6 3.3 -2.8
C -3.121 -4.544 -2.136 1.3 0.0 2.2
C -3.875 -3.721 -1.051 0.3 -0.5 1.1
N -3.315 -2.373 -0.998 0.0 3.6 -0.2
O -3.379 -1.682 -0.012 0.2 -1.7 -1.1
C -3.687 -4.298 0.353 1.5 -0.3 -1.0
C -5.400 -3.470 -1.299 0.5 -0.2 -0.4
C -4.211 -0.832 -2.766 1.7 0.4 1.0
H -2.218 0.272 -1.258 0.1 -0.4 -0.2
H -1.656 0.005 -2.912 0.0 -0.5 0.9
H -0.869 -0.892 -1.543 -0.3 -0.2 -0.1
H -1.269 -2.679 -3.280 -0.9 -0.2 0.5
H -2.411 -2.036 -4.345 -0.6 0.4 -0.3
H -2.703 -4.505 -4.262 0.0 -0.1 0.5
H -4.143 -3.645 -3.832 -0.2 -0.5 0.3
H -2.017 -4.596 -1.825 -1.6 -0.2 -0.1
H -3.534 -5.534 -2.148 -0.3 -0.6 0.2
H -4.008 -3.686 1.147 -0.4 1.0 0.7
H -2.643 -4.615 0.542 -0.4 0.3 -0.2
H -4.285 -5.150 0.372 -1.0 -1.7 0.2
H -5.838 -2.827 -0.502 0.2 -0.6 -0.7
H -5.836 -4.467 -1.356 -0.2 0.0 0.5
H -5.555 -3.077 -2.305 -0.2 0.2 0.4
H -4.922 -1.543 -3.039 -1.1 -0.8 -1.1
H -3.924 -0.138 -3.569 -0.2 -0.4 0.3
H -4.643 -0.276 -1.949 -0.1 0.5 0.3
C 1.881 0.817 0.269 -0.2 -1.3 -1.2
F 1.054 1.177 -0.720 -0.6 1.0 0.0
F 2.757 1.792 0.478 0.4 -0.2 -0.2
F 1.195 0.674 1.397 -0.3 -0.1 0.1
S 2.569 -0.865 -0.342 -1.6 2.0 2.1
O 3.494 -0.492 -1.358 0.0 -0.5 -0.6
O 3.006 -1.325 0.940 1.4 -1.0 0.4
N 1.201 -1.580 -0.801 0.8 -0.1 0.3
S 0.905 -3.066 -0.253 -0.7 0.5 -2.8
O -0.267 -3.523 -0.975 0.1 0.3 0.4
O 2.053 -3.891 -0.187 0.8 -0.6 0.0
C 0.417 -3.093 1.457 -1.7 1.3 -1.3
F -0.411 -2.066 1.730 -0.3 -0.2 0.3
F -0.183 -4.241 1.679 -0.4 -0.5 0.6
F 1.489 -2.963 2.126 1.8 -0.1 2.7
C -4.268 4.449 -4.277 -0.4 0.8 -1.1
F -5.029 3.421 -4.654 0.6 -0.2 0.2
F -3.438 4.776 -5.316 -0.7 -0.4 1.1
F -5.120 5.469 -4.059 0.4 0.0 -0.3
S -3.340 4.259 -2.701 0.6 0.0 -1.7
O -2.455 3.137 -2.878 -0.1 0.3 0.3
O -2.796 5.591 -2.570 0.0 -0.5 0.5
N -4.478 3.881 -1.729 -0.3 -0.1 0.2
S -5.371 4.830 -0.856 -0.8 0.9 -0.5
O -5.013 4.656 0.506 0.1 0.0 1.6
O -5.608 6.204 -1.271 0.2 -1.5 -0.1
C -6.975 3.891 -1.072 -0.6 -0.4 1.2
F -7.948 4.443 -0.355 0.2 0.6 0.6
F -7.354 3.930 -2.308 0.0 -0.2 -1.6
F -6.934 2.590 -0.659 0.8 0.7 -0.3
C -2.704 -0.568 8.550 1.1 0.6 0.1
F -1.767 -1.501 8.556 0.5 -0.4 0.5
F -3.520 -0.715 9.547 -0.5 -0.2 0.9
F -2.112 0.634 8.646 0.1 -0.1 0.0
S -3.600 -0.713 7.022 -1.9 0.0 -3.2
O -4.612 -1.710 7.266 0.6 0.7 0.0
O -4.020 0.650 6.679 0.7 -1.4 0.6
N -2.516 -1.169 5.880 -1.5 1.1 1.5
S -2.299 -2.698 5.590 1.9 -1.2 -1.2
O -1.038 -2.712 4.862 -0.7 -0.4 0.3
O -2.502 -3.652 6.633 -0.1 0.3 0.2
C -3.510 -3.295 4.251 -0.3 1.6 0.2
F -2.830 -3.820 3.231 -0.4 -0.5 0.5
F -4.416 -4.121 4.759 0.6 0.1 -0.7
F -4.175 -2.207 3.718 0.2 -1.0 0.3
C 5.547 -4.394 -6.573 1.1 1.6 3.2
F 6.880 -4.634 -6.495 -1.0 -0.6 -0.9
F 5.365 -3.297 -7.271 -0.1 0.4 -1.0
F 4.811 -5.359 -7.018 0.1 -1.0 -0.8
S 5.127 -3.969 -4.774 3.1 -0.2 0.9
O 5.570 -5.126 -3.990 -1.0 0.9 -0.8
O 5.853 -2.732 -4.500 -0.7 -1.0 -0.4
N 3.607 -3.682 -4.874 -0.3 0.4 -0.6
S 2.457 -4.161 -3.969 -1.5 -1.1 0.4
O 2.780 -4.572 -2.626 0.1 0.2 -1.1
O 1.323 -3.289 -4.201 0.4 0.2 0.5
C 1.877 -5.687 -4.892 -0.5 -0.1 0.8
F 2.914 -6.382 -5.370 -0.6 0.4 -0.3
F 1.136 -6.515 -4.147 0.4 0.0 0.4
F 1.026 -5.253 -5.834 0.8 -0.3 -0.8
```
Positions in Å, forces in eV/Å.

charge = +2
Kohn-Sham gap = 6.7979 eV
LUMO = -5.9793 eV
HOMO level = -12.78 eV
spin multiplicity = 1

[3]
Density functional theory data (ωB97M-V/def2-TZVPD) for C4H8O2 in the gas phase.

Geometry as XYZ:
```
14
Properties=species:S:1:pos:R:3:forces:R:3
C -1.699 -0.614 -0.250 -0.2 -0.1 0.2
O -0.701 -0.281 -1.195 0.0 0.0 -0.1
C 0.508 0.213 -0.698 0.3 0.1 0.0
C 0.508 1.269 0.427 -0.2 0.3 -0.1
O 1.160 0.369 1.334 0.0 0.0 0.2
C 1.287 -0.638 0.322 0.1 -0.3 -0.2
H -1.288 -0.874 0.733 0.0 0.0 -0.1
H -2.414 0.209 -0.119 0.1 -0.1 0.0
H -2.234 -1.481 -0.646 0.0 0.1 0.1
H 1.082 0.493 -1.585 -0.1 0.0 0.2
H -0.476 1.589 0.791 0.1 -0.1 -0.1
H 1.120 2.155 0.218 -0.1 -0.1 0.0
H 0.814 -1.584 0.610 0.0 0.1 0.0
H 2.333 -0.827 0.057 -0.1 0.0 0.0
```
Positions in Å, forces in eV/Å.

Kohn-Sham gap = 10.8266 eV
energy above the lowest of the compared OMol25 structures with the same formula, charge and spin = 246.1 kJ/mol
LUMO = 1.0012 eV
HOMO level = -9.83 eV
spin multiplicity = 1

[4]
Density functional theory data (ωB97M-V/def2-TZVPD) for 2 unconnected molecules or ions with the total composition C4H11N2O at a distorted geometry.

Geometry as XYZ:
```
18
Properties=species:S:1:pos:R:3:forces:R:3
N 0.602 -1.141 0.732 0.1 -0.1 1.4
C 0.135 -0.755 2.069 0.4 -0.3 0.5
O 0.476 0.599 2.297 -0.1 -0.3 -0.2
H 1.555 -0.805 0.636 0.0 0.0 -0.2
H 0.604 -2.151 0.639 0.0 0.0 0.0
H -0.939 -0.904 2.175 -0.2 0.1 -0.4
H 0.590 -1.372 2.846 0.2 -0.1 0.1
H 0.779 0.657 3.204 0.1 0.2 0.1
C 0.015 1.126 -1.707 0.0 -1.3 1.3
C 0.790 1.881 -0.901 -0.3 0.4 -0.9
C -1.621 -0.580 -1.983 -1.1 -1.3 -0.3
N -0.695 0.025 -1.223 0.9 0.7 0.9
H -0.070 1.165 -2.788 0.1 0.7 0.0
H 0.837 1.701 0.162 -0.1 0.1 0.0
H 1.254 2.774 -1.304 0.2 -0.2 0.1
H -2.030 -1.517 -1.617 0.0 0.2 -0.1
H -1.908 -0.255 -2.976 0.3 0.2 0.2
H -0.374 -0.446 -0.261 -0.4 1.1 -2.3
```
Positions in Å, forces in eV/Å.

Kohn-Sham gap (alpha / beta) = 5.5527 / 8.5415 eV
energy above the lowest of the compared OMol25 structures with the same formula, charge and spin = 148.9 kJ/mol
LUMO (alpha / beta) = 0.4848 / 0.4761 eV
HOMO level (alpha / beta) = -5.07 / -8.07 eV
spin multiplicity = 2